Record 1
{"formula": "C26H55ClN2O3P2Pd", "method": "ωB97M-V with the def2-TZVPD basis set", "symbols": ["Pd", "P", "C", "C", "C", "C", "H", "C", "H", "H", "H", "H", "H", "H", "H", "C", "C", "H", "H", "H", "H", "H", "H", "C", "H", "C", "H", "H", "H", "H", "H", "H", "Cl", "H", "H", "P", "C", "C", "C", "C", "H", "C", "H", "H", "H", "H", "H", "H", "H", "C", "C", "H", "H", "H", "H", "H", "H", "C", "H", "C", "H", "H", "H", "H", "H", "H", "C", "C", "C", "C", "C", "C", "O", "N", "C", "O", "N", "C", "O", "H", "H", "H", "H", "H", "H", "H", "H", "H", "H", "H"], "coordinates": [[-0.29, -0.08, 1.12], [-0.37, -3.42, 0.16], [0.86, -3.35, -1.20], [-0.35, -5.03, 0.96], [-1.99, -3.02, -0.65], [2.24, -2.79, -0.83], [0.39, -2.64, -1.92], [1.01, -4.73, -1.87], [1.52, -5.43, -1.21], [1.62, -4.60, -2.76], [0.06, -5.17, -2.19], [2.20, -1.73, -0.53], [2.88, -2.86, -1.72], [2.72, -3.38, -0.04], [-1.69, -2.20, -1.33], [-3.20, -2.51, 0.15], [-2.44, -4.24, -1.48], [-1.72, -4.54, -2.25], [-3.38, -3.99, -1.99], [-2.64, -5.10, -0.83], [-2.98, -1.59, 0.70], [-3.59, -3.27, 0.84], [-4.01, -2.28, -0.57], [1.06, -5.34, 1.49], [-0.63, -5.76, 0.18], [-1.39, -5.07, 2.10], [1.79, -5.53, 0.70], [1.01, -6.22, 2.13], [1.44, -4.51, 2.11], [-2.31, -4.51, 1.88], [-0.95, -4.70, 3.05], [-1.68, -6.13, 2.26], [1.60, 0.61, 2.52], [-0.76, 0.16, -0.55], [-1.56, 0.05, 0.00], [0.63, 4.13, -0.70], [-0.97, 4.11, -1.66], [0.45, 4.64, 1.17], [2.24, 3.55, -1.37], [-2.11, 3.07, -1.26], [-0.60, 3.86, -2.69], [-1.25, 5.64, -1.61], [-1.70, 5.94, -0.64], [-1.92, 5.90, -2.43], [-0.29, 6.18, -1.76], [-1.70, 2.04, -1.14], [-2.93, 3.04, -2.02], [-2.55, 3.33, -0.28], [2.01, 2.98, -2.31], [3.05, 2.60, -0.40], [2.76, 4.96, -1.78], [2.11, 5.37, -2.58], [3.77, 4.84, -2.19], [2.77, 5.65, -0.92], [2.37, 1.82, 0.04], [3.53, 3.14, 0.44], [3.86, 2.09, -0.96], [-0.85, 4.08, 1.81], [0.39, 5.73, 0.94], [1.71, 4.35, 2.03], [-1.74, 4.32, 1.21], [-1.01, 4.48, 2.83], [-0.78, 2.98, 1.88], [1.72, 3.28, 2.30], [1.66, 4.96, 2.94], [2.65, 4.63, 1.52], [-3.88, 0.36, 5.56], [-2.92, -0.80, 5.46], [-1.60, -0.62, 4.71], [-0.61, 0.40, 5.29], [-1.13, 1.83, 5.47], [-1.00, -2.04, 4.67], [-1.38, -3.05, 5.25], [0.13, -2.07, 3.73], [-0.30, -1.90, 2.46], [0.35, -2.59, 1.51], [-1.48, -1.27, 2.27], [-1.82, -0.22, 3.22], [-2.27, 0.88, 2.91], [-3.63, 1.06, 6.36], [-4.87, -0.05, 5.78], [-3.93, 0.91, 4.61], [-2.68, -1.14, 6.48], [-3.45, -1.65, 5.00], [-0.27, 0.02, 6.26], [0.28, 0.43, 4.61], [-1.64, 1.96, 6.44], [-0.31, 2.55, 5.44], [-1.82, 2.10, 4.66], [0.79, -2.83, 3.87]], "spin_multiplicity": 5, "s2": 6.02, "e_homo_ev": [-3.0, -7.5], "gap_ev": [2.78, 5.21], "lumo_ha": [-0.0094, -0.0846]}

***

Record 2
{"formula": "C38H41N7O3RuTe", "method": "ωB97M-V with the def2-TZVPD basis set", "symbols": ["Ru", "O", "C", "N", "C", "C", "C", "C", "C", "C", "N", "C", "O", "C", "C", "C", "C", "C", "N", "C", "C", "C", "C", "C", "N", "H", "H", "H", "H", "H", "H", "H", "H", "H", "H", "H", "H", "C", "C", "O", "N", "Te", "C", "C", "C", "C", "C", "C", "C", "C", "C", "C", "C", "C", "C", "C", "C", "C", "C", "C", "H", "H", "H", "H", "H", "H", "H", "H", "H", "H", "H", "H", "H", "H", "H", "H", "H", "H", "H", "H", "H", "H", "H", "H", "H", "N", "N", "H", "H", "H", "H"], "coordinates": [[-2.29, -1.17, -1.37], [-3.08, 2.79, -1.34], [-2.85, 1.61, -1.15], [-2.77, 0.59, -2.06], [-2.87, 0.76, -3.46], [-3.23, 1.94, -4.10], [-3.33, 1.96, -5.49], [-3.07, 0.81, -6.22], [-2.71, -0.37, -5.58], [-2.61, -0.42, -4.19], [-2.32, -1.58, -3.43], [-1.76, -2.64, -4.03], [-1.21, -2.68, -5.13], [-1.79, -3.95, -3.26], [-0.78, -4.87, -3.49], [-0.81, -6.07, -2.81], [-1.87, -6.32, -1.94], [-2.84, -5.34, -1.79], [-2.80, -4.17, -2.42], [-2.63, 1.13, 0.27], [-2.72, 2.02, 1.32], [-2.46, 1.57, 2.60], [-2.16, 0.24, 2.80], [-2.11, -0.60, 1.69], [-2.32, -0.17, 0.45], [-3.44, 2.82, -3.52], [-3.60, 2.88, -5.99], [-3.14, 0.82, -7.30], [-2.50, -1.26, -6.15], [0.00, -4.63, -4.20], [-0.03, -6.81, -2.95], [-1.94, -7.26, -1.40], [-3.68, -5.50, -1.13], [-2.95, 3.05, 1.09], [-2.50, 2.25, 3.45], [-1.96, -0.16, 3.78], [-1.37, -2.17, 2.78], [-2.17, -4.36, 1.91], [-2.34, -3.04, 1.22], [-2.92, -2.94, 0.15], [-1.79, -1.96, 1.88], [1.47, -0.03, 1.17], [3.39, 0.33, 1.98], [3.77, -0.32, 3.16], [2.88, -1.29, 3.89], [5.03, -0.06, 3.69], [5.92, 0.82, 3.08], [7.28, 1.07, 3.65], [5.51, 1.44, 1.91], [4.27, 1.21, 1.34], [3.92, 1.91, 0.05], [0.77, 1.97, 1.09], [0.35, 2.49, -0.13], [0.40, 1.70, -1.41], [-0.15, 3.79, -0.17], [-0.23, 4.58, 0.96], [-0.77, 5.98, 0.90], [0.20, 4.03, 2.17], [0.70, 2.74, 2.26], [1.11, 2.21, 3.61], [-2.14, -5.14, 1.16], [-3.04, -4.53, 2.55], [-1.27, -4.40, 2.53], [1.88, -0.88, 4.03], [3.30, -1.54, 4.86], [2.76, -2.22, 3.33], [5.33, -0.56, 4.60], [7.37, 0.67, 4.66], [7.50, 2.14, 3.70], [8.05, 0.61, 3.04], [6.19, 2.13, 1.41], [4.79, 2.43, -0.35], [3.12, 2.65, 0.20], [3.56, 1.20, -0.69], [-0.17, 0.77, -1.31], [1.43, 1.42, -1.66], [-0.02, 2.26, -2.24], [-0.51, 4.18, -1.12], [-1.26, 6.17, -0.05], [0.03, 6.71, 1.02], [-1.49, 6.16, 1.70], [0.14, 4.64, 3.07], [0.82, 2.91, 4.40], [2.19, 2.06, 3.68], [0.64, 1.25, 3.81], [0.63, -1.96, -2.01], [-0.46, -2.25, -1.09], [1.03, -1.09, -1.69], [0.18, -1.74, -2.90], [-0.06, -2.13, -0.16], [-0.62, -3.25, -1.19]], "e_homo_ev": [-6.6, -6.8], "gap_ev": [6.41, 6.58], "de_lowest_kj_mol": 31.6, "lumo_ha": [-0.0082, -0.0082]}

***

Record 3
{"formula": "C23H35CaClIN3O2S2", "method": "ωB97M-V with the def2-TZVPD basis set", "symbols": ["Ca", "Cl", "C", "C", "C", "I", "C", "O", "C", "N", "C", "C", "C", "C", "H", "H", "H", "H", "C", "N", "C", "C", "C", "N", "C", "C", "H", "H", "H", "H", "H", "H", "H", "H", "H", "H", "H", "H", "H", "H", "H", "H", "C", "C", "S", "C", "C", "S", "H", "H", "H", "H", "H", "H", "C", "C", "C", "C", "O", "H", "H", "H", "H", "H", "H", "H", "H", "H"], "coordinates": [[0.07, -0.32, -0.13], [-5.67, -0.23, 4.56], [-4.08, -0.36, 3.84], [-2.99, -0.54, 4.65], [-1.71, -0.64, 4.10], [-0.07, -0.89, 5.37], [-1.44, -0.57, 2.73], [-0.29, -0.65, 2.21], [-2.63, -0.38, 1.89], [-2.39, -0.30, 0.56], [-3.39, -0.08, -0.27], [-4.71, 0.05, 0.18], [-4.98, -0.05, 1.52], [-3.92, -0.26, 2.43], [-3.13, -0.60, 5.72], [-3.13, 0.01, -1.31], [-5.50, 0.24, -0.53], [-5.99, 0.06, 1.89], [3.26, -0.86, -1.03], [2.70, -0.43, 0.25], [2.82, -1.50, 1.23], [3.32, 0.80, 0.73], [2.43, 1.53, 1.71], [1.19, 1.97, 1.10], [0.28, 2.46, 2.13], [1.42, 3.02, 0.11], [4.34, -1.09, -0.94], [3.11, -0.08, -1.78], [2.72, -1.75, -1.36], [3.88, -1.73, 1.44], [2.31, -2.38, 0.83], [2.31, -1.23, 2.16], [3.52, 1.44, -0.13], [4.30, 0.58, 1.19], [2.99, 2.39, 2.13], [2.18, 0.87, 2.55], [0.70, 3.34, 2.64], [0.10, 1.67, 2.86], [-0.66, 2.74, 1.65], [2.01, 3.84, 0.54], [0.45, 3.39, -0.23], [1.93, 2.62, -0.77], [-0.81, 4.47, -2.75], [-0.76, 2.98, -2.42], [-1.79, 2.47, -1.08], [0.07, 2.16, -3.10], [0.96, 2.68, -4.21], [0.23, 0.42, -2.84], [-1.44, 4.98, -2.02], [-1.23, 4.65, -3.75], [0.18, 4.94, -2.73], [0.67, 3.67, -4.57], [0.95, 1.99, -5.05], [2.01, 2.74, -3.87], [0.65, -4.71, -1.26], [-0.18, -3.71, -0.43], [-0.23, -4.19, 1.03], [-1.61, -3.68, -0.99], [0.40, -2.46, -0.51], [0.24, -5.73, -1.22], [1.67, -4.73, -0.88], [0.68, -4.38, -2.30], [-0.74, -5.15, 1.14], [-0.74, -3.44, 1.64], [0.79, -4.29, 1.43], [-2.08, -4.67, -0.99], [-1.59, -3.29, -2.01], [-2.22, -3.00, -0.38]], "e_homo_ev": -0.1, "gap_ev": 3.87, "de_lowest_kj_mol": 6.6, "charge": -2, "lumo_ha": 0.1391}

***

In order of appearance, E = -2629.335080; -2444.614022; -3444.218298 a.u..